(1)
Computed, not measured: a 9-piece molecular cluster, C6H32N2O8 overall at a distorted geometry, with ωB97M-V/def2-TZVPD.

Calculated values
Lowest unoccupied orbital energy (eV): 0.158
Total energy (eV): -26097.92930
Maximum force (eV Å⁻¹): 6.08
Energy above the lowest of the compared OMol25 structures with the same formula, charge and spin (kJ/mol): 500.2
SMILES: CCNCCNCC.O.O.O.O.O.O.O.O

The geometry in ORCA input format:
```
! RIJCOSX wB97M-V def2-TZVPD def2/J DEFGRID3
* xyz 0 1
C -1.30707 -1.69044 -3.26105
C -0.44681 -0.71645 -2.38514
N -0.37436 -0.76306 -0.95837
C -1.04296 0.47967 -0.34413
C -1.95054 0.32234 0.83625
N -1.18879 0.07566 2.07352
C -1.41951 1.22079 3.03394
C -0.75390 2.45179 2.44720
H -1.65534 -2.41730 -2.56651
H -0.67869 -2.18817 -4.04797
H -2.14349 -1.39055 -3.87220
H -0.87477 0.34852 -2.70234
H 0.60916 -0.77312 -2.82879
H -0.49544 -1.57279 -0.44666
H -0.24277 1.22974 -0.14187
H -1.57273 0.99339 -1.10584
H -2.66159 1.19273 0.90969
H -2.77707 -0.43489 0.63732
H -0.28903 -0.25349 2.04994
H -2.42421 1.38920 3.29741
H -0.98585 0.79414 4.01463
H -0.34691 3.04163 3.18816
H -1.49661 2.96732 1.94426
H -0.16179 2.33420 1.55334
O -0.58258 -2.70973 2.93370
H -0.35852 -1.76919 2.93406
H -1.51474 -2.76210 2.65873
O 3.13365 -0.05330 -0.23749
H 2.41661 -0.48915 -0.75375
H 3.16389 -0.84066 0.31107
O -1.92048 1.90036 -2.91878
H -2.21374 2.26885 -2.09376
H -0.97449 2.08978 -3.05958
O 2.18329 -2.92758 0.54405
H 3.12821 -3.20164 0.42813
H 1.84944 -3.31558 1.30831
O -0.55562 -3.79472 0.37387
H -0.18772 -3.35887 1.11306
H 0.09057 -3.68566 -0.33303
O 2.49272 0.98241 -2.81394
H 3.27309 1.46643 -2.50069
H 2.06555 0.62066 -1.99181
O 3.22806 0.71874 2.95336
H 2.41912 0.86288 3.42512
H 2.95133 1.22432 2.11896
O 0.48196 3.26411 -1.89031
H 1.26379 2.78738 -2.15778
H 0.84769 4.08141 -1.67625
*
```



(2)
Computed, not measured: C6H32O10 as an isolated structure at a distorted geometry, with ωB97M-V/def2-TZVPD.

Calculated values
Lowest unoccupied orbital energy (eV): 0.407
Total energy (eV): -27200.85145
Maximum force (eV Å⁻¹): 19.66
Energy above the lowest of the compared OMol25 structures with the same formula, charge and spin (kJ/mol): 1588.0

The geometry in ORCA input format:
```
! RIJCOSX wB97M-V def2-TZVPD def2/J DEFGRID3
* xyz 0 1
C 0.96522 -0.41228 3.27916
O 0.40889 -1.68909 2.98380
C 0.40497 0.70045 2.39545
C 0.09771 0.32633 0.92986
C 1.40033 0.27087 0.09874
C 1.62200 -1.11000 -0.65014
C 2.76680 -1.89777 -0.01042
H 0.62057 -0.26612 4.29584
H 2.05574 -0.44465 3.28682
H 0.49499 -1.91727 2.08476
H 1.14016 1.50492 2.29131
H -0.43648 1.21447 2.86026
H -0.56649 1.07951 0.48183
H -0.46251 -0.57867 0.94570
H 2.26574 0.35858 0.75112
H 1.54853 1.08397 -0.60972
H 0.69047 -1.66652 -0.69546
H 1.87264 -0.76544 -1.63951
H 2.44854 -2.50763 0.84626
H 3.31635 -2.45354 -0.78452
H 3.59864 -1.25354 0.30025
H 0.13244 -0.00573 -2.13679
H 0.14321 0.88440 -3.36138
O 0.05969 -0.06016 -3.09317
H 0.63700 -2.53307 -1.21015
H 0.75679 -3.61141 0.01063
O 0.85613 -2.67727 -0.25333
H -0.65888 -1.68216 2.36785
H -0.19865 -2.08837 0.95098
O -0.99361 -1.89830 1.49112
H -2.80840 2.29285 1.36335
H -2.83781 2.39666 -0.22480
O -2.45994 2.75913 0.61225
H 0.07484 -1.00794 -2.96680
H -1.07396 -1.26830 -1.96511
O -0.35620 -1.70373 -2.48530
H -3.06596 1.86121 -2.31835
H -3.00416 0.64853 -1.37318
O -3.48376 1.47726 -1.55610
H -1.04727 3.56049 0.20043
H 0.31584 3.12321 0.40232
O -0.15731 3.82430 -0.04188
H -0.55255 3.26648 -1.70593
H 0.58312 3.24986 -2.67831
O -0.24914 2.80936 -2.51963
H -3.02133 -1.34351 -0.40519
H -1.58029 -1.08068 0.04103
O -2.26265 -0.76969 -0.58598
*
```



(3)
Computed, not measured: a 12-piece molecular cluster, C6H32O11 overall at a distorted geometry, with ωB97M-V/def2-TZVPD.

Calculated values
Lowest unoccupied orbital energy (eV): 0.107
Total energy (eV): -29261.95469
Maximum force (eV Å⁻¹): 3.33
Energy above the lowest of the compared OMol25 structures with the same formula, charge and spin (kJ/mol): 274.8
SMILES: C=CC/C=C/C.O.O.O.O.O.O.O.O.O.O.O

The geometry in ORCA input format:
```
! RIJCOSX wB97M-V def2-TZVPD def2/J DEFGRID3
* xyz 0 1
C 1.60701 1.72210 -3.02067
C 0.97070 1.03427 -2.07482
C -0.15509 0.09162 -2.33065
C -0.75646 -0.63859 -1.16048
C -1.34338 -1.81874 -1.30432
C -1.82952 -2.64123 -0.13384
H 2.49714 2.28800 -2.77419
H 1.29930 1.63062 -4.05434
H 1.13516 1.30246 -0.96298
H -0.04806 -0.61117 -3.14461
H -1.11987 0.61511 -2.66720
H -0.53139 -0.15616 -0.17443
H -1.70613 -2.10979 -2.31348
H -2.00904 -1.95228 0.70414
H -1.09972 -3.33391 0.26049
H -2.73456 -3.14656 -0.39844
O 2.13260 -1.82229 3.62958
H 2.36526 -2.09899 2.73966
H 2.07118 -0.85296 3.59758
O 3.39687 0.38293 1.13212
H 4.31885 0.63609 1.00317
H 3.09845 1.12435 1.68873
O -2.17091 3.02615 0.69678
H -2.47093 3.85951 1.08476
H -2.97801 2.82985 0.18600
O -3.99560 1.73837 -1.02709
H -4.09221 1.83640 -1.98004
H -4.40128 0.87874 -0.70947
O 1.60102 -2.57215 -3.54319
H 1.82712 -1.62992 -3.54315
H 2.13321 -2.81116 -2.74961
O 1.93792 3.28040 1.51964
H 2.43325 3.76414 0.82475
H 1.17601 3.08938 0.95338
O 2.47557 -2.69342 -0.97482
H 1.98690 -3.46806 -0.66689
H 1.99603 -1.94458 -0.57346
O -0.55216 -1.65448 4.23881
H -0.74198 -1.60907 3.30557
H 0.33342 -1.68128 4.58392
O 1.63143 1.23958 3.66106
H 2.21452 1.86255 4.10448
H 1.31175 1.63320 2.83489
O -4.16859 -0.90437 -1.70616
H -3.67312 -1.72465 -1.65315
H -3.70889 -0.31989 -2.31108
O -0.19464 1.44935 1.57809
H -0.84233 2.18517 1.63501
H -0.62681 0.69535 1.98994
*
```



(4)
Computed, not measured: a 12-piece molecular cluster, C6H32O12 overall at a distorted geometry, with ωB97M-V/def2-TZVPD.

Calculated values
Lowest unoccupied orbital energy (eV): 0.128
Total energy (eV): -31311.07168
Maximum force (eV Å⁻¹): 2.24
Energy above the lowest of the compared OMol25 structures with the same formula, charge and spin (kJ/mol): 188.9
SMILES: C=C(O)/C=C/CC.O.O.O.O.O.O.O.O.O.O.O

The geometry in ORCA input format:
```
! RIJCOSX wB97M-V def2-TZVPD def2/J DEFGRID3
* xyz 0 1
C 2.45139 -1.85691 0.53276
C 1.56177 -1.22122 1.29886
O 0.96401 -1.80743 2.38153
C 1.02207 0.11101 0.95102
C -0.15830 0.56708 1.35055
C -0.47801 2.04069 1.25037
C -1.96190 2.23837 0.98039
H 2.89076 -2.81916 0.68721
H 2.73942 -1.31096 -0.35900
H 1.41862 -2.60663 2.66931
H 1.89958 0.71816 0.75426
H -0.95052 -0.06905 1.72204
H -0.21660 2.55095 2.18061
H 0.16105 2.40956 0.44783
H -2.35687 3.21957 1.23007
H -2.24100 2.01931 -0.04422
H -2.53829 1.63032 1.68495
O 0.52927 -2.29156 -2.03420
H 0.95212 -1.40278 -2.12829
H 1.24990 -2.93074 -1.93394
O -1.40389 -3.13380 -0.25792
H -0.83876 -2.73356 -0.95763
H -0.97922 -3.98362 -0.09428
O 2.28492 2.51768 3.31886
H 2.97984 2.13664 2.77818
H 1.45045 2.38953 2.84223
O -1.81580 -1.59242 -3.75189
H -2.63854 -1.53248 -3.23156
H -1.13056 -1.97722 -3.19771
O -0.73354 0.78346 -3.16567
H -1.01831 1.49499 -3.76099
H -1.34331 0.01901 -3.34664
O 1.63598 0.14096 -2.21767
H 0.89540 0.23816 -2.85016
H 1.37665 0.64753 -1.43050
O -3.57079 -1.24845 -1.67387
H -3.01666 -1.13667 -0.89223
H -4.46393 -1.34327 -1.33707
O -2.91329 -1.32374 1.11944
H -3.60083 -1.69797 1.68072
H -2.43917 -2.11653 0.80144
O 3.68495 1.65690 -1.33619
H 3.30964 1.10028 -2.03915
H 4.36482 1.03490 -1.03968
O 0.94864 3.88651 -1.39473
H 1.80962 3.78279 -0.97505
H 0.44324 4.36148 -0.70539
O -0.34383 -0.43587 4.79022
H 0.61616 -0.37399 4.81662
H -0.48837 -0.74977 3.88614
*
```



(5)
Computed, not measured: a 12-piece molecular cluster, C6H32O12 overall at a distorted geometry, with ωB97M-V/def2-TZVPD.

Calculated values
Lowest unoccupied orbital energy (eV): 0.236
Total energy (eV): -31309.22735
Maximum force (eV Å⁻¹): 2.73
Energy above the lowest of the compared OMol25 structures with the same formula, charge and spin (kJ/mol): 366.8
SMILES: C=C(C)/C=C/CO.O.O.O.O.O.O.O.O.O.O.O

The geometry in ORCA input format:
```
! RIJCOSX wB97M-V def2-TZVPD def2/J DEFGRID3
* xyz 0 1
C 2.86822 0.34709 -1.84015
C 2.17176 -0.13410 -0.79851
C 2.85664 -0.36688 0.53209
C 0.88288 -0.88248 -0.73776
C -0.19979 -0.67709 0.02839
C -1.39442 -1.56347 0.17271
O -1.28521 -2.65395 -0.76446
H 3.83221 0.87469 -1.81265
H 2.41028 0.41709 -2.79324
H 3.54871 -1.23923 0.49225
H 2.18287 -0.57243 1.35848
H 3.45128 0.41431 1.03669
H 0.97303 -1.61896 -1.59411
H -0.20974 0.13362 0.72916
H -2.24877 -1.02967 -0.18566
H -1.52428 -2.02753 1.16136
H -1.30448 -2.33184 -1.68498
O -0.68575 3.50800 -1.98007
H -0.84268 2.68833 -1.52162
H 0.19687 3.87773 -1.76892
O -0.29920 2.58470 1.32488
H -0.02894 1.67004 1.33095
H -0.71733 2.52799 2.23989
O 0.43868 -3.49903 2.01207
H 1.36681 -3.70774 2.09831
H 0.01537 -3.92723 1.24118
O 1.58073 3.78086 -0.17414
H 2.43161 3.73389 -0.62531
H 1.57382 3.10341 0.51395
O -1.06166 1.34154 -3.49215
H -0.93622 2.30643 -3.23810
H -1.86404 1.14880 -3.00963
O -0.89291 -1.39908 -3.13859
H -0.78785 -0.49261 -2.79213
H -1.46077 -1.47897 -3.89421
O -2.49077 0.94070 -1.06653
H -2.32186 1.76890 -0.53894
H -3.05617 0.44318 -0.45384
O -2.81477 2.95901 0.64092
H -3.24280 3.73600 0.29767
H -1.96652 3.10080 1.14989
O 0.39033 -1.92537 4.20074
H 0.37618 -2.60826 3.48091
H -0.49584 -2.18065 4.47434
O 1.26010 -3.89900 -0.48582
H 0.57818 -3.22034 -0.73476
H 1.08848 -4.56161 -1.16631
O -1.04155 0.31829 3.69060
H -0.41439 -0.41295 3.51955
H -0.88635 0.68509 4.56561
*
```